The following is a quantum chemistry calculation of one molecule with the formula C2H3N3O3 in a non-equilibrium geometry, from the Open Molecules 2025 dataset.

Properties
- LUMO energy: -0.16 eV
- Net charge: 0
- Energy relative to the best compared isomer or geometry (same formula, charge and spin): 344.6 kJ/mol
- SMILES: Nc1nc(=O)n(O)o1
- Energy: -467.83307 a.u.

Structure (XYZ):
```
11
C2H3N3O3 | the Open Molecules 2025 dataset | the ωB97M-V functional and the def2-TZVPD basis
O -0.598 -0.251 -2.062
O 1.367 1.415 -1.189
O -0.768 -0.774 0.135
N 0.802 0.488 0.926
N -0.486 0.287 -0.864
N -0.683 -0.939 2.392
C -0.107 -0.422 1.159
C 0.651 0.824 -0.412
H -0.991 -2.120 2.171
H 0.211 -1.079 3.159
H 0.079 -1.193 -2.064
```